The following is a DFT calculation (the ωB97M-V functional and the def2-TZVPD basis) of a structure of composition C32H36BrFeN4O2S.

```
77
Properties=species:S:1:pos:R:3:forces:R:3
Fe -0.356720 -0.349323 1.477699 0.3 0.0 -0.5
O -5.182441 0.122867 -1.261637 -0.1 0.1 0.0
C -4.601773 -1.097084 -1.479179 0.2 -0.2 0.0
C -5.378090 -2.059405 -2.117790 -0.1 0.1 0.0
C -4.848838 -3.298402 -2.417003 0.0 0.0 0.0
C -3.530457 -3.602403 -2.085758 0.0 0.0 0.0
C -2.752973 -2.643917 -1.467370 -0.1 0.0 0.0
C -3.275013 -1.386397 -1.157686 0.0 0.1 -0.1
C -2.357761 -0.352762 -0.546680 -0.1 0.1 -0.1
O -1.741787 -0.896352 0.568445 -0.4 -0.3 0.3
N -1.340357 0.058309 -1.490525 0.3 0.0 -0.1
N -0.039987 0.051812 -1.172280 -0.5 0.0 0.6
C 0.776643 0.326088 -2.112562 0.6 0.1 -0.6
C 2.227724 0.308263 -2.005206 -0.6 -0.2 0.5
Br 2.849272 -0.383007 -0.324282 0.1 0.1 -0.1
C 3.137726 0.607301 -2.930036 0.2 0.2 -0.2
C 2.922600 1.224033 -4.243919 -0.1 0.0 -0.1
C 3.828726 0.913020 -5.258973 0.1 -0.1 0.0
C 3.682097 1.444237 -6.529418 0.0 0.0 0.0
C 2.637650 2.314885 -6.801579 -0.1 0.0 0.1
C 1.751485 2.664076 -5.788868 0.0 0.0 -0.1
C 1.892707 2.126861 -4.522639 0.0 0.0 0.2
H -4.954492 0.481580 -0.398275 0.0 0.0 0.0
H -6.401306 -1.807156 -2.363824 0.0 0.0 0.0
H -5.465709 -4.036576 -2.911696 0.0 0.0 0.0
H -3.118026 -4.572882 -2.325438 0.0 0.0 0.0
H -1.713084 -2.848534 -1.232223 0.0 0.0 0.0
H -2.927319 0.542007 -0.261012 0.0 0.0 0.1
H -1.629837 0.277493 -2.433707 0.1 -0.1 0.0
H 0.392366 0.525136 -3.113096 0.1 0.0 0.0
H 4.168891 0.351512 -2.709660 0.0 0.0 0.0
H 4.648989 0.236817 -5.047572 0.0 0.0 0.0
H 4.387467 1.184796 -7.307170 0.0 0.0 0.0
H 2.524436 2.736134 -7.791035 0.0 0.0 0.0
H 0.957533 3.371901 -5.987356 0.0 0.0 0.0
H 1.229106 2.459698 -3.732525 0.0 0.0 0.0
C -1.089867 0.951331 4.554108 0.0 0.0 0.0
C -0.512910 -0.136315 3.694466 0.0 0.2 0.1
C -1.302018 -1.228692 3.273093 -0.2 0.2 0.1
C -2.787885 -1.214605 3.492183 0.0 -0.1 0.0
C -0.698509 -2.307986 2.591373 0.1 -0.3 -0.1
C -1.529950 -3.482571 2.182510 0.0 0.0 0.0
C 0.671355 -2.244873 2.252828 0.0 0.0 -0.1
C 1.281281 -3.314278 1.390887 0.0 0.0 0.0
C 1.488565 -1.201283 2.778273 -0.1 -0.1 -0.1
C 2.982212 -1.342850 2.806785 0.1 0.0 0.1
C 0.879595 -0.101922 3.391207 0.2 0.1 0.1
C 1.721737 1.056829 3.847998 -0.1 0.0 0.1
H -1.205484 1.882603 3.999853 0.0 0.0 0.0
H -0.417200 1.141136 5.391504 0.0 0.0 0.0
H -2.054760 0.675787 4.963815 0.0 0.0 0.0
H -3.035974 -1.647539 4.464866 0.0 0.0 0.0
H -3.298909 -1.787690 2.725197 0.0 0.0 0.0
H -3.184270 -0.202776 3.463736 0.0 0.0 0.0
H -2.079551 -3.248504 1.266995 0.0 0.0 0.0
H -2.252605 -3.720177 2.959780 0.0 0.0 0.0
H -0.926496 -4.368125 2.009989 0.0 0.0 0.0
H 1.591316 -4.161634 2.008669 0.0 0.0 0.0
H 2.149582 -2.945741 0.851026 0.0 0.0 0.0
H 0.568057 -3.678665 0.655775 0.0 0.0 0.0
H 3.528732 -0.623881 2.201657 -0.1 0.1 -0.1
H 3.299393 -2.340353 2.521452 0.0 0.0 0.0
H 3.305347 -1.170668 3.835559 0.0 0.0 0.0
H 2.076717 0.875754 4.866524 0.0 0.0 0.0
H 1.157020 1.987506 3.858643 0.0 0.0 0.0
H 2.596896 1.183628 3.214152 0.0 0.0 0.0
S -1.019426 1.801528 1.321440 -0.1 0.0 0.1
C 0.245911 2.948928 1.142288 0.0 -0.2 -0.1
N 1.470339 2.616695 0.672182 0.1 0.2 0.0
C 2.436702 3.547192 0.494034 0.0 -0.1 0.0
C 2.169962 4.848389 0.787747 0.0 0.1 0.0
C 0.876578 5.137108 1.253463 0.1 -0.1 0.0
N -0.049224 4.211888 1.430789 0.0 0.1 0.0
H 1.667509 1.652060 0.402798 -0.1 0.0 0.0
H 3.380640 3.182834 0.110739 0.0 0.0 0.0
H 2.912145 5.620986 0.658361 0.0 0.0 0.0
H 0.587999 6.154318 1.493089 0.0 0.0 0.0
```
Forces are in eV/Å.

Computed properties:
- Molecular weight: 676.482 g mol⁻¹
- Expectation value of S²: 0.878
- Charge: +2
- Total energy: -5845.8206 hartree
- Spin multiplicity: 2
- HOMO level (alpha / beta): -12.88 / -12.88 eV
- Lowest unoccupied orbital energy (alpha / beta): -7.52 / -6.84 eV
- Frontier orbital gap (alpha / beta): 5.36 / 6.05 eV
- Energy relative to the best compared isomer or geometry (same formula, charge and spin): 0.0000 eV